No. 1
# C27H59BNO11

A cluster of 6 separate species, C27H59BNO11 in total (the ωB97M-V functional and the def2-TZVPD basis, the Open Molecules 2025 dataset).

```
99
Properties=species:S:1:pos:R:3:lowdin_charge:R:1
C 3.366 3.354 -0.422 -0.117
C 1.923 2.897 -0.190 -0.250
C 1.242 2.477 -1.506 -0.218
C 0.233 3.498 -2.052 -0.346
C 0.011 3.204 -3.539 -0.129
B -1.214 3.534 -1.247 -0.651
N -1.015 4.171 0.190 0.028
C -1.907 2.051 -1.157 -0.148
C -3.233 2.030 -0.411 -0.306
O -3.390 0.940 0.526 -0.108
H 3.431 3.956 -1.334 0.066
H 3.751 3.964 0.396 0.047
H 4.029 2.496 -0.558 0.059
H 1.955 2.037 0.484 0.087
H 1.348 3.682 0.291 0.067
H 2.046 2.353 -2.251 0.095
H 0.783 1.489 -1.414 0.080
H 0.703 4.487 -1.952 0.115
H -0.890 3.698 -3.910 0.053
H 0.867 3.487 -4.161 0.058
H -0.146 2.128 -3.669 0.063
H -1.986 4.263 -1.932 0.083
H -1.165 5.171 0.095 0.019
H -1.727 3.880 0.855 0.009
H -2.091 1.708 -2.182 0.085
H -1.253 1.287 -0.717 0.087
H -4.067 1.910 -1.106 0.101
H -3.397 2.970 0.125 0.074
H -2.542 0.853 0.963 0.062
O 1.501 -0.581 0.328 0.111
C 1.768 -1.334 -0.563 -0.515
O 0.810 -1.599 -1.482 0.000
C 1.061 -2.360 -2.660 -0.234
C 0.982 -3.854 -2.409 -0.083
C 3.104 -2.034 -0.661 0.017
H 2.013 -2.072 -3.109 0.115
H 0.277 -2.050 -3.349 0.125
H 1.750 -4.188 -1.710 0.068
H 1.113 -4.399 -3.346 0.078
H 0.008 -4.108 -1.989 0.088
H 3.080 -2.905 -0.006 0.079
H 3.871 -1.354 -0.300 0.096
H 3.377 -2.368 -1.658 0.071
O -8.204 7.033 -0.476 0.091
C -7.841 5.887 -0.508 -0.531
O -7.912 5.162 0.625 -0.005
C -7.647 3.751 0.658 -0.235
C -6.172 3.427 0.704 -0.067
C -7.265 5.267 -1.761 0.012
H -8.145 3.258 -0.180 0.111
H -8.144 3.414 1.566 0.118
H -5.655 3.769 -0.191 0.062
H -6.015 2.351 0.785 0.085
H -5.701 3.909 1.560 0.091
H -6.214 5.548 -1.827 0.102
H -7.788 5.690 -2.614 0.087
H -7.332 4.184 -1.805 0.068
O 5.190 -4.711 -0.281 0.093
C 4.825 -5.225 0.742 -0.539
O 3.808 -6.104 0.682 -0.007
C 3.366 -6.875 1.808 -0.234
C 2.442 -6.109 2.729 -0.058
C 5.419 -4.850 2.080 0.016
H 4.222 -7.294 2.341 0.114
H 2.825 -7.704 1.357 0.101
H 2.936 -5.264 3.210 0.067
H 2.071 -6.776 3.506 0.084
H 1.585 -5.731 2.172 0.085
H 4.944 -3.927 2.412 0.099
H 6.478 -4.654 1.933 0.090
H 5.301 -5.602 2.855 0.067
O -0.279 -8.211 1.615 0.107
C -0.137 -8.454 0.449 -0.520
O 0.997 -8.021 -0.145 -0.024
C 1.317 -8.274 -1.517 -0.222
C 0.672 -7.266 -2.444 -0.051
C -1.200 -9.151 -0.367 0.016
H 1.070 -9.302 -1.785 0.109
H 2.402 -8.181 -1.558 0.125
H -0.416 -7.323 -2.408 0.078
H 0.989 -7.445 -3.472 0.088
H 0.967 -6.257 -2.160 0.041
H -1.946 -8.409 -0.651 0.098
H -1.679 -9.889 0.270 0.090
H -0.836 -9.641 -1.265 0.068
O 4.136 5.063 3.124 0.087
C 2.962 5.302 3.227 -0.535
O 2.340 5.943 2.226 0.001
C 0.942 6.268 2.259 -0.237
C 0.705 7.585 2.970 -0.065
C 2.196 4.946 4.485 0.012
H 0.361 5.449 2.676 0.103
H 0.649 6.338 1.214 0.113
H 1.009 7.543 4.018 0.066
H -0.354 7.842 2.931 0.079
H 1.275 8.379 2.488 0.079
H 2.382 5.723 5.226 0.088
H 2.596 4.009 4.861 0.087
H 1.124 4.840 4.349 0.069
```

Charge: -1
E_tot in Ha: -1971.47328
E_HOMO in eV: -3.87



No. 2
# C27H59NO2

A cluster of 4 separate species, C27H59NO2 in total at a distorted geometry (the ωB97M-V functional and the def2-TZVPD basis, the Open Molecules 2025 dataset).

```
89
Properties=species:S:1:pos:R:3:lowdin_charge:R:1
C 5.356 -2.261 1.866 0.038
C 4.033 -2.293 1.759 -0.108
C 2.440 -1.983 1.569 -0.157
C 2.245 -1.406 0.073 -0.328
N 2.241 -2.609 -0.853 0.018
C 0.965 -0.428 -0.126 -0.158
O 0.299 -0.018 1.107 -0.207
C -0.769 -0.932 1.496 -0.204
C -2.077 -0.911 0.539 -0.171
C -2.854 -2.337 0.425 -0.167
C -1.906 -3.591 0.065 -0.235
O -2.070 -4.661 1.074 -0.138
H 6.437 -2.038 2.221 0.046
H 1.916 -3.013 1.730 0.112
H 2.126 -1.272 2.414 0.117
H 3.203 -0.792 -0.187 0.148
H 1.280 -2.952 -1.012 0.045
H 2.652 -2.373 -1.770 0.076
H 0.279 -0.902 -0.918 0.116
H 1.379 0.552 -0.610 0.126
H -0.328 -1.991 1.677 0.106
H -1.133 -0.572 2.546 0.141
H -1.840 -0.550 -0.544 0.113
H -2.800 -0.106 0.973 0.118
H -3.470 -2.481 1.404 0.125
H -3.608 -2.226 -0.461 0.116
H -2.128 -4.026 -0.994 0.126
H -0.772 -3.351 0.064 0.095
H -1.529 -4.430 1.880 0.097
C 3.688 5.155 -3.308 -0.116
C 2.275 4.590 -3.323 -0.274
C 1.289 5.420 -2.498 -0.228
C 1.606 5.503 -1.001 -0.225
C 1.694 4.156 -0.282 -0.260
C 0.385 3.379 -0.307 -0.101
H 4.109 5.168 -2.300 0.066
H 4.345 4.543 -3.933 0.070
H 3.703 6.175 -3.702 0.076
H 2.290 3.553 -2.974 0.096
H 1.922 4.559 -4.360 0.105
H 0.282 5.012 -2.638 0.100
H 1.258 6.438 -2.901 0.109
H 0.833 6.114 -0.519 0.102
H 2.548 6.043 -0.855 0.102
H 1.971 4.337 0.764 0.106
H 2.493 3.543 -0.707 0.097
H -0.417 3.955 0.164 0.056
H 0.494 2.439 0.241 0.049
H 0.080 3.134 -1.328 0.072
C -0.222 -8.751 -4.917 -0.117
C 0.064 -9.064 -3.455 -0.273
C -0.866 -8.325 -2.491 -0.226
C -0.765 -6.796 -2.536 -0.228
C 0.629 -6.229 -2.259 -0.270
C 1.140 -6.559 -0.863 -0.107
H -0.072 -7.691 -5.141 0.065
H 0.450 -9.323 -5.563 0.070
H -1.250 -9.018 -5.177 0.075
H 1.110 -8.838 -3.228 0.099
H -0.058 -10.141 -3.299 0.105
H -0.668 -8.676 -1.472 0.102
H -1.901 -8.608 -2.708 0.110
H -1.468 -6.383 -1.804 0.098
H -1.104 -6.436 -3.513 0.101
H 0.588 -5.139 -2.365 0.090
H 1.344 -6.583 -3.006 0.099
H 0.462 -6.166 -0.099 0.066
H 2.124 -6.110 -0.706 0.070
H 1.240 -7.637 -0.713 0.068
C -2.685 5.804 6.103 -0.116
C -3.489 5.797 4.811 -0.274
C -2.984 4.769 3.797 -0.229
C -1.551 4.994 3.303 -0.226
C -1.297 6.356 2.652 -0.268
C -2.125 6.581 1.396 -0.112
H -1.640 6.073 5.929 0.066
H -3.102 6.534 6.802 0.070
H -2.714 4.822 6.584 0.075
H -3.490 6.799 4.373 0.098
H -4.533 5.566 5.051 0.105
H -3.668 4.752 2.942 0.100
H -3.041 3.770 4.244 0.108
H -1.306 4.205 2.583 0.099
H -0.851 4.866 4.136 0.102
H -0.235 6.421 2.386 0.101
H -1.482 7.164 3.365 0.099
H -1.914 5.810 0.649 0.060
H -1.888 7.554 0.957 0.072
H -3.197 6.567 1.611 0.067
```

Relative energy (zero: lowest compared OMol25 entry of this formula, charge and spin) in kJ/mol: 299.8
E_tot in Ha: -1269.16734
E_HOMO in eV: -9.32